{
  "formula": "C2H2O4",
  "method": "wB97M-V/def2-TZVPD",
  "gap_ev": 11.7398,
  "de_lowest_ev": 0.2393,
  "total_energy_ha": -378.405435,
  "smiles": "O=C=O.O=CO",
  "total_charge": 0,
  "elements": ["O", "C", "O", "O", "C", "O", "H", "H"],
  "xyz": [[3.266, -1.021, 0.949], [3.493, -0.273, 0.125], [3.748, 0.440, -0.753], [-0.391, 1.346, 1.053], [-0.175, 0.936, -0.082], [0.002, -0.347, -0.363], [-0.103, 1.573, -1.044], [-0.061, -0.625, 0.591]]
}

{
  "formula": "C4H8ClP",
  "method": "wB97M-V/def2-TZVPD",
  "gap_ev": [7.2786, 8.4355],
  "de_lowest_ev": 3.7969,
  "total_energy_ha": -958.567779,
  "total_charge": 0,
  "elements": ["C", "C", "C", "C", "P", "Cl", "H", "H", "H", "H", "H", "H", "H", "H"],
  "xyz": [[-1.550, -0.054, -0.246], [-0.146, -0.576, -0.075], [-0.682, 0.528, 0.764], [-0.033, -1.969, 0.368], [1.625, 2.930, -0.730], [3.014, 3.367, 0.602], [-1.671, 0.417, -1.261], [-2.330, -0.733, -0.076], [0.618, -0.264, -0.824], [-0.748, 1.550, 0.943], [0.069, -2.710, -0.403], [-0.889, -2.011, 0.997], [0.919, -2.010, 1.106], [1.804, 1.536, -1.165]]
}

{
  "formula": "C43H58BrClN4O5SiW",
  "method": "wB97M-V/def2-TZVPD",
  "spin_multiplicity": 3,
  "gap_ev": [7.6919, 7.1317],
  "total_energy_ha": -5659.391983,
  "s_squared": 2.023,
  "total_charge": 0,
  "elements": ["W", "C", "C", "C", "C", "Si", "C", "C", "C", "C", "C", "C", "C", "C", "H", "H", "H", "H", "H", "H", "H", "H", "H", "H", "H", "H", "H", "H", "H", "H", "H", "H", "H", "H", "H", "H", "H", "H", "H", "H", "H", "C", "C", "C", "C", "C", "O", "C", "C", "C", "C", "C", "C", "Cl", "C", "C", "C", "N", "C", "N", "C", "N", "H", "H", "H", "H", "H", "H", "H", "H", "H", "H", "H", "H", "H", "H", "H", "H", "H", "H", "H", "H", "H", "H", "Br", "C", "C", "C", "C", "C", "C", "C", "O", "O", "H", "H", "H", "H", "N", "C", "C", "C", "C", "C", "C", "C", "H", "H", "H", "H", "O", "C", "O", "H"],
  "xyz": [[0.383, -0.514, 0.183], [-3.527, -2.040, 0.362], [-3.102, -1.136, 1.531], [-4.098, -1.369, 2.679], [-3.323, 0.307, 1.048], [-1.240, -1.478, 2.012], [-0.807, -0.574, 3.687], [0.709, -0.522, 3.928], [-1.442, -1.211, 4.934], [-1.270, 0.891, 3.629], [-0.929, -3.399, 2.201], [0.393, -3.703, 2.926], [-0.781, -4.036, 0.812], [-2.028, -4.150, 2.968], [-4.519, -1.729, 0.012], [-3.600, -3.091, 0.640], [-2.847, -1.971, -0.489], [-5.119, -1.273, 2.288], [-3.992, -0.625, 3.469], [-4.015, -2.356, 3.132], [-4.395, 0.460, 0.877], [-2.814, 0.512, 0.108], [-2.992, 1.063, 1.759], [1.177, -1.502, 3.983], [0.901, -0.003, 4.876], [1.228, 0.043, 3.150], [-1.023, -2.192, 5.157], [-2.522, -1.322, 4.859], [-1.239, -0.574, 5.804], [-0.901, 1.413, 2.740], [-0.884, 1.428, 4.504], [-2.355, 0.986, 3.644], [1.243, -3.191, 2.473], [0.585, -4.782, 2.864], [0.364, -3.446, 3.984], [0.124, -3.677, 0.315], [-1.621, -3.845, 0.146], [-0.673, -5.124, 0.915], [-2.171, -3.754, 3.974], [-1.734, -5.202, 3.073], [-2.993, -4.139, 2.463], [0.968, 3.140, -7.010], [2.328, 2.442, -6.879], [2.529, 1.575, -8.125], [3.422, 3.521, -6.873], [2.438, 1.557, -5.582], [3.766, 1.073, -5.442], [1.402, 0.413, -5.517], [1.705, -0.927, -6.204], [2.907, -1.676, -5.673], [3.087, -1.891, -4.305], [4.188, -2.580, -3.828], [5.128, -3.059, -4.728], [6.516, -3.922, -4.132], [4.983, -2.860, -6.088], [3.869, -2.167, -6.549], [2.265, 2.467, -4.345], [2.388, 1.755, -3.082], [1.409, 1.249, -2.339], [1.920, 0.609, -1.300], [3.264, 0.788, -1.458], [3.586, 1.477, -2.521], [0.963, 3.733, -7.928], [0.766, 3.832, -6.191], [0.138, 2.436, -7.080], [2.620, 2.219, -9.002], [1.680, 0.914, -8.302], [3.440, 0.975, -8.067], [3.478, 3.984, -7.860], [4.397, 3.098, -6.635], [3.209, 4.323, -6.163], [3.873, 0.240, -5.915], [0.446, 0.784, -5.891], [1.222, 0.165, -4.469], [1.800, -0.827, -7.283], [0.820, -1.550, -6.050], [2.368, -1.510, -3.588], [4.315, -2.737, -2.765], [5.728, -3.237, -6.775], [3.747, -2.009, -7.616], [1.289, 2.948, -4.340], [3.036, 3.232, -4.340], [0.361, 1.353, -2.573], [4.005, 0.405, -0.776], [4.114, 4.609, 4.102], [2.820, 3.969, 2.884], [2.809, 2.625, 2.554], [1.847, 2.170, 1.668], [0.914, 3.035, 1.116], [0.952, 4.384, 1.451], [1.903, 4.855, 2.339], [-0.157, 2.577, 0.180], [-0.836, 3.334, -0.463], [-0.353, 1.263, 0.132], [3.531, 1.945, 2.984], [1.863, 1.123, 1.389], [0.223, 5.053, 1.013], [1.933, 5.901, 2.612], [-2.277, -2.831, -6.400], [-1.905, -2.526, -5.355], [-1.424, -2.120, -4.062], [-0.402, -2.835, -3.442], [0.079, -2.421, -2.210], [-0.455, -1.302, -1.561], [-1.481, -0.591, -2.211], [-1.961, -0.992, -3.445], [0.025, -3.701, -3.931], [0.900, -2.969, -1.769], [-1.907, 0.295, -1.759], [-2.750, -0.434, -3.932], [3.032, -2.226, -0.856], [2.963, -2.035, 0.331], [1.936, -1.484, 0.970], [3.746, -2.351, 1.032]]
}

{
  "formula": "C33H92N14O15",
  "method": "wB97M-V/def2-TZVPD",
  "gap_ev": 8.3174,
  "de_lowest_ev": 0.0000,
  "total_energy_ha": -3207.690043,
  "smiles": "COCCNCCOC.COCCNCCOC.COCCNCCOC.COCCNCCOC.NC(N)=O.NC(N)=O.NC(N)=O.NC(N)=O.NC(N)=O.CCO.CCO",
  "total_charge": 0,
  "elements": ["C", "O", "C", "C", "N", "C", "C", "O", "C", "H", "H", "H", "H", "H", "H", "H", "H", "H", "H", "H", "H", "H", "H", "H", "C", "O", "C", "C", "N", "C", "C", "O", "C", "H", "H", "H", "H", "H", "H", "H", "H", "H", "H", "H", "H", "H", "H", "H", "C", "O", "C", "C", "N", "C", "C", "O", "C", "H", "H", "H", "H", "H", "H", "H", "H", "H", "H", "H", "H", "H", "H", "H", "C", "O", "C", "C", "N", "C", "C", "O", "C", "H", "H", "H", "H", "H", "H", "H", "H", "H", "H", "H", "H", "H", "H", "H", "N", "C", "N", "O", "H", "H", "H", "H", "N", "C", "N", "O", "H", "H", "H", "H", "N", "C", "N", "O", "H", "H", "H", "H", "N", "C", "N", "O", "H", "H", "H", "H", "N", "C", "N", "O", "H", "H", "H", "H", "C", "C", "O", "H", "H", "H", "H", "H", "H", "C", "C", "O", "H", "H", "H", "H", "H", "H"],
  "xyz": [[-4.633, -8.290, 1.238], [-3.557, -7.450, 0.849], [-2.736, -7.060, 1.943], [-3.126, -5.641, 2.352], [-2.189, -5.073, 3.337], [-1.970, -3.610, 3.195], [-1.087, -3.214, 2.035], [-1.782, -3.308, 0.782], [-1.117, -4.102, -0.178], [-4.407, -9.016, 2.028], [-5.030, -8.801, 0.367], [-5.379, -7.644, 1.726], [-1.717, -7.043, 1.535], [-2.664, -7.770, 2.772], [-4.136, -5.600, 2.777], [-3.238, -5.109, 1.405], [-1.297, -5.518, 3.133], [-1.627, -3.315, 4.190], [-2.952, -3.130, 3.153], [-0.169, -3.811, 1.997], [-0.737, -2.179, 2.101], [-1.845, -4.174, -0.987], [-0.794, -5.072, 0.212], [-0.226, -3.612, -0.594], [-4.143, -2.136, -2.408], [-4.085, -0.815, -2.888], [-3.747, -0.679, -4.276], [-2.279, -0.976, -4.531], [-1.439, 0.046, -3.997], [-0.023, -0.270, -3.805], [0.220, -1.607, -3.105], [0.249, -2.628, -4.110], [0.906, -3.810, -3.671], [-4.845, -2.769, -2.960], [-4.379, -2.059, -1.350], [-3.154, -2.608, -2.478], [-3.979, 0.366, -4.495], [-4.464, -1.294, -4.829], [-2.166, -1.002, -5.624], [-2.090, -2.013, -4.226], [-1.747, 0.568, -3.189], [0.513, 0.588, -3.400], [0.454, -0.388, -4.789], [-0.608, -1.817, -2.425], [1.182, -1.545, -2.588], [1.166, -4.293, -4.612], [0.272, -4.430, -3.034], [1.842, -3.571, -3.153], [-0.466, 3.247, -4.790], [0.360, 3.537, -3.641], [-0.367, 3.814, -2.474], [0.579, 3.996, -1.295], [1.081, 5.399, -1.310], [1.640, 5.774, -0.015], [2.969, 5.156, 0.413], [4.072, 5.697, -0.300], [4.232, 5.206, -1.631], [-0.438, 2.189, -5.042], [0.127, 3.760, -5.553], [-1.451, 3.684, -4.645], [-1.101, 3.017, -2.277], [-0.988, 4.719, -2.499], [1.462, 3.352, -1.338], [0.087, 3.884, -0.330], [1.743, 5.536, -2.057], [0.866, 5.794, 0.751], [1.797, 6.857, -0.141], [3.020, 4.062, 0.413], [3.114, 5.444, 1.458], [5.311, 5.196, -1.805], [3.827, 5.939, -2.334], [3.867, 4.182, -1.719], [8.446, 4.572, -1.010], [8.065, 3.304, -1.491], [9.034, 2.316, -1.255], [8.573, 1.055, -1.986], [7.373, 0.562, -1.301], [6.488, -0.362, -2.005], [5.104, -0.304, -1.388], [4.492, 0.900, -1.775], [3.166, 1.048, -1.312], [8.808, 4.546, 0.023], [7.572, 5.218, -1.057], [9.242, 5.000, -1.632], [9.092, 2.017, -0.203], [10.004, 2.599, -1.678], [9.262, 0.210, -1.913], [8.307, 1.283, -3.028], [6.887, 1.294, -0.807], [6.915, -1.366, -2.007], [6.433, 0.033, -3.031], [5.217, -0.330, -0.294], [4.492, -1.163, -1.690], [3.174, 1.691, -0.427], [2.700, 0.091, -1.063], [2.526, 1.485, -2.080], [2.064, -1.793, 4.389], [1.116, -0.847, 4.644], [0.696, -0.289, 3.478], [0.534, -0.696, 5.721], [2.283, -1.921, 3.409], [2.367, -2.451, 5.080], [1.085, -0.597, 2.602], [-0.076, 0.349, 3.408], [2.505, -4.090, 0.807], [2.117, -2.783, 0.649], [1.717, -2.432, -0.619], [2.014, -1.993, 1.575], [2.516, -4.549, 1.698], [2.449, -4.662, -0.016], [1.608, -3.139, -1.319], [1.147, -1.594, -0.556], [-2.093, 0.971, 5.656], [-2.768, 0.753, 4.482], [-4.041, 1.265, 4.489], [-2.252, 0.125, 3.563], [-1.226, 0.455, 5.789], [-2.594, 1.259, 6.474], [-4.246, 1.958, 5.184], [-4.778, 0.992, 3.851], [-1.083, 4.094, 4.564], [-0.323, 4.485, 3.500], [0.170, 5.762, 3.551], [-0.365, 3.879, 2.428], [-1.668, 3.298, 4.386], [-0.872, 4.421, 5.488], [0.301, 6.319, 2.730], [0.172, 6.248, 4.429], [-0.157, 1.334, 0.974], [-0.598, 0.198, 0.382], [-1.883, -0.182, 0.665], [0.138, -0.452, -0.380], [-0.705, 2.030, 1.453], [0.792, 1.547, 0.720], [-2.073, -1.100, 0.289], [-2.218, 0.112, 1.580], [-5.342, -1.836, 1.403], [-6.504, -1.057, 1.961], [-6.011, -0.065, 2.888], [-5.513, -2.051, 0.338], [-5.249, -2.844, 1.804], [-4.389, -1.317, 1.298], [-7.205, -1.656, 2.551], [-7.065, -0.537, 1.179], [-6.745, 0.522, 3.096], [-4.625, 2.523, 0.110], [-3.995, 1.801, -1.048], [-4.995, 1.723, -2.081], [-5.013, 3.486, -0.221], [-3.918, 2.669, 0.932], [-5.471, 1.955, 0.501], [-3.605, 0.806, -0.825], [-3.124, 2.309, -1.483], [-4.961, 0.828, -2.450]]
}